[1]
114
Properties=species:S:1:pos:R:3:mulliken_charge:R:1 method="wB97M-V/def2-TZVPD" homo_lumo_gap_ev=6.796 charge=-1 relative_energy_kcal_mol=4.1 multiplicity=1 lumo_ha=0.081
Sn -0.434 -0.074 0.442 1.769
C -0.547 -6.692 1.260 -1.683
C -0.817 -5.251 1.578 0.574
C -0.269 -4.618 2.688 -1.197
C -0.513 -3.285 2.929 0.548
C -1.316 -2.506 2.083 0.563
N -1.465 -1.145 2.284 0.397
C -1.747 -0.684 3.530 0.661
C -2.349 -1.499 4.516 -0.310
C -2.651 -1.045 5.780 -1.212
C -2.382 0.266 6.163 0.425
C -2.689 0.812 7.529 -1.610
C -1.843 1.097 5.196 -0.022
C -1.544 0.661 3.914 -0.973
N -1.079 1.658 3.033 1.016
C -0.233 2.642 3.382 -0.355
C -0.299 3.604 2.398 -1.599
C -1.211 3.095 1.477 -0.203
N -1.684 1.922 1.874 -0.689
C -1.860 -3.154 0.957 -0.834
C -1.594 -4.496 0.721 -0.532
N -2.688 -2.493 0.032 0.219
C -3.714 -3.054 -0.631 -0.120
C -4.234 -2.102 -1.483 -1.771
C -3.437 -0.979 -1.269 -0.824
N -2.517 -1.238 -0.353 0.608
H -0.199 -7.237 2.134 0.411
H 0.221 -6.759 0.489 0.282
H -1.444 -7.179 0.880 0.362
H 0.375 -5.179 3.349 0.345
H -0.053 -2.803 3.782 0.537
H -2.581 -2.520 4.247 0.421
H -3.111 -1.723 6.486 0.341
H -2.878 0.008 8.235 0.377
H -3.570 1.456 7.497 0.303
H -1.858 1.416 7.894 0.353
H -1.670 2.136 5.441 0.585
H 0.378 2.568 4.259 0.572
H 0.220 4.541 2.361 0.632
H -1.574 3.532 0.563 0.536
H -1.958 -4.959 -0.183 0.560
H -4.029 -4.063 -0.458 0.543
H -5.059 -2.212 -2.157 0.471
H -3.499 -0.003 -1.718 0.819
O 1.771 -3.434 -1.292 -0.810
C 1.496 -2.613 -0.428 0.329
O 0.357 -2.044 -0.321 -0.442
C 2.558 -2.282 0.602 0.608
C 3.467 -3.250 0.914 -0.576
C 4.464 -3.030 1.881 -0.754
C 4.488 -1.836 2.589 -0.208
C 3.560 -0.851 2.311 -0.721
C 2.610 -0.994 1.235 0.316
O 1.923 -0.013 0.857 -0.444
N 3.537 0.315 3.122 0.968
O 4.528 0.562 3.799 -0.726
O 2.537 1.011 3.153 -0.404
N 5.407 -4.040 2.166 1.053
O 6.258 -3.819 3.017 -0.687
O 5.340 -5.095 1.553 -0.672
H 3.418 -4.201 0.406 0.639
H 5.213 -1.686 3.377 0.641
C -0.174 3.194 -3.147 -1.413
C 1.121 2.485 -3.523 -1.376
As 1.626 0.966 -2.296 1.879
C 3.099 0.296 -3.406 -0.204
C 3.930 1.143 -4.132 -0.082
C 5.035 0.656 -4.803 -0.754
C 5.328 -0.697 -4.756 -0.374
C 4.498 -1.557 -4.056 -0.735
C 3.388 -1.065 -3.389 -0.436
C 2.738 1.950 -1.038 0.234
C 4.063 1.587 -0.831 -0.520
C 4.822 2.176 0.166 -0.865
C 4.257 3.134 0.990 -0.590
C 2.935 3.502 0.799 -0.484
C 2.182 2.916 -0.205 0.226
As -1.468 1.993 -2.234 1.340
C -2.966 3.251 -1.957 0.008
C -3.783 2.972 -0.861 -0.436
C -4.848 3.795 -0.538 -0.713
C -5.114 4.916 -1.305 -0.552
C -4.310 5.210 -2.394 -0.605
C -3.243 4.385 -2.713 -0.205
C -2.173 1.035 -3.788 0.098
C -1.435 -0.019 -4.321 -0.456
C -1.968 -0.815 -5.320 -0.917
C -3.250 -0.583 -5.790 -0.516
C -3.990 0.462 -5.267 -0.866
C -3.453 1.264 -4.278 0.008
H -0.624 3.656 -4.036 0.676
H 0.043 3.991 -2.426 0.503
H 1.942 3.209 -3.576 0.625
H 1.024 2.040 -4.521 0.479
H 3.725 2.206 -4.169 0.178
H 5.675 1.332 -5.356 0.399
H 6.206 -1.079 -5.260 0.373
H 4.715 -2.616 -4.022 0.456
H 2.743 -1.743 -2.839 0.437
H 4.504 0.803 -1.437 0.217
H 5.851 1.873 0.312 0.390
H 4.836 3.572 1.792 0.357
H 2.488 4.232 1.459 0.283
H 1.135 3.194 -0.318 -0.060
H -3.557 2.106 -0.245 0.291
H -5.467 3.562 0.317 0.445
H -5.939 5.568 -1.051 0.357
H -4.520 6.084 -2.997 0.404
H -2.627 4.632 -3.570 0.246
H -0.435 -0.221 -3.942 0.250
H -1.387 -1.631 -5.723 0.449
H -3.671 -1.216 -6.560 0.379
H -4.994 0.645 -5.625 0.412
H -4.039 2.086 -3.879 0.354


[2]
108
Properties=species:S:1:pos:R:3:mulliken_charge:R:1 method="wB97M-V/def2-TZVPD" homo_lumo_gap_ev="6.231 / 6.519" charge=-2 relative_energy_kcal_mol=0.2 multiplicity=6 lumo_ha="0.153 / 0.153"
Ru -0.806 0.215 -0.633 1.391
C 1.817 3.288 -2.416 -0.771
Si 1.545 1.524 -2.951 0.004
C 3.148 1.016 -3.810 -1.389
C 0.248 1.294 -4.266 -0.607
N 1.230 0.487 -1.619 0.400
P 1.930 0.067 -0.244 2.966
C 0.962 -0.017 1.123 -3.030
P -0.022 1.074 1.950 3.618
N -1.332 1.514 1.149 0.164
Si -2.940 1.891 1.655 0.308
C -3.835 0.489 2.499 -0.752
C -3.959 2.507 0.228 -0.731
C -2.856 3.297 2.904 -1.171
C 0.856 2.535 2.588 -0.096
C 0.608 3.778 2.020 0.133
C 1.361 4.882 2.414 -1.075
C 2.346 4.750 3.380 -0.558
C 2.597 3.505 3.954 -0.814
C 1.861 2.401 3.552 -0.010
C -0.555 0.229 3.499 -0.138
C -0.721 0.857 4.730 -0.406
C -1.261 0.167 5.812 -0.834
C -1.645 -1.158 5.671 -0.706
C -1.491 -1.791 4.442 -0.348
C -0.957 -1.102 3.366 -0.152
C 3.558 0.931 -0.117 -0.162
C 3.679 2.106 0.618 -0.107
C 4.869 2.824 0.637 -0.640
C 5.963 2.374 -0.088 -0.587
C 5.855 1.207 -0.836 -0.602
C 4.662 0.496 -0.853 -0.966
C 2.483 -1.672 -0.491 -0.547
C 1.882 -2.450 -1.479 -0.510
C 2.263 -3.777 -1.654 -0.778
C 3.252 -4.337 -0.856 -0.372
C 3.854 -3.567 0.135 -0.692
C 3.465 -2.246 0.313 -0.175
H 1.766 3.969 -3.272 0.357
H 2.812 3.373 -1.966 0.273
H 1.078 3.619 -1.682 0.112
H 3.198 1.505 -4.791 0.397
H 3.176 -0.066 -3.972 0.246
H 4.037 1.308 -3.245 0.300
H 0.073 2.216 -4.829 0.409
H -0.701 0.979 -3.840 -0.135
H 0.584 0.520 -4.964 0.313
H -3.671 -0.447 1.960 -0.073
H -4.911 0.698 2.482 0.443
H -3.518 0.371 3.540 0.238
H -3.780 1.904 -0.663 -0.069
H -3.720 3.551 0.006 0.154
H -5.024 2.437 0.471 0.493
H -2.395 2.964 3.839 0.259
H -3.861 3.667 3.138 0.441
H -2.268 4.129 2.506 0.214
H -0.137 3.866 1.234 0.255
H 1.177 5.844 1.950 0.460
H 2.928 5.613 3.684 0.364
H 3.377 3.396 4.699 0.389
H 2.076 1.422 3.967 0.500
H -0.431 1.894 4.853 0.323
H -1.387 0.672 6.763 0.383
H -2.073 -1.693 6.511 0.329
H -1.805 -2.821 4.317 0.425
H -0.859 -1.581 2.398 -0.092
H 2.830 2.476 1.172 0.399
H 4.931 3.738 1.215 0.449
H 6.893 2.931 -0.078 0.366
H 6.700 0.853 -1.416 0.393
H 4.587 -0.404 -1.452 0.577
H 1.103 -2.024 -2.104 0.418
H 1.778 -4.369 -2.421 0.347
H 3.552 -5.369 -1.001 0.356
H 4.622 -3.997 0.768 0.337
H 3.924 -1.653 1.097 0.369
Cl -6.638 -3.079 -2.693 -0.261
C -4.988 -2.531 -2.593 0.211
C -4.053 -2.945 -3.521 0.358
Cl -4.498 -4.035 -4.804 -0.262
C -2.728 -2.484 -3.422 0.765
Cl -1.501 -3.011 -4.541 -0.262
C -2.338 -1.616 -2.412 -1.977
O -1.126 -1.164 -2.254 0.204
C -3.293 -1.217 -1.435 -1.002
O -2.850 -0.472 -0.462 0.140
C -4.600 -1.667 -1.552 0.664
Cl -5.734 -1.152 -0.338 -0.243
C -1.497 -5.187 0.543 -0.755
C -0.012 -5.190 0.903 -0.493
C 0.191 -3.760 1.383 -0.235
O -0.688 -2.960 0.595 0.024
C -1.681 -3.784 -0.029 0.152
H -2.108 -5.325 1.439 0.297
H -1.769 -5.957 -0.180 0.439
H 0.595 -5.376 0.016 0.141
H 0.249 -5.924 1.667 0.414
H 1.204 -3.383 1.252 -0.205
H -0.073 -3.668 2.445 0.410
H -1.515 -3.765 -1.108 -0.103
H -2.665 -3.359 0.173 0.006
Cl -1.413 5.079 -3.712 -0.238
C -2.439 4.107 -2.596 0.182
Cl -3.466 2.998 -3.524 -0.207
C -1.541 3.430 -1.532 -0.614
O -1.183 4.204 -0.643 -0.649
O -1.335 2.201 -1.682 -0.258
H -3.088 4.815 -2.097 0.381


[3]
21
Properties=species:S:1:pos:R:3:mulliken_charge:R:1 method="wB97M-V/def2-TZVPD" homo_lumo_gap_ev="7.705 / 7.824" charge=0 relative_energy_kcal_mol=108.0 multiplicity=1 lumo_ha="0.006 / 0.012"
C -0.807 1.690 0.687 -1.682
C -0.670 0.273 0.138 1.776
C -1.056 0.211 -1.336 -1.808
C -1.215 -0.800 0.937 -1.329
C 1.070 -0.057 0.243 0.047
C 1.951 0.215 -0.809 -0.880
C 1.148 -1.554 0.362 -0.877
H -0.583 1.723 1.759 0.418
H -0.105 2.359 0.171 0.344
H -1.818 2.094 0.541 0.406
H -2.109 0.482 -1.498 0.443
H -0.436 0.901 -1.923 0.382
H -0.911 -0.798 -1.738 0.381
H -0.020 -1.638 0.952 0.119
H -1.410 -0.602 1.993 0.346
H -1.916 -1.499 0.481 0.354
H 1.369 0.429 1.177 0.298
H 1.828 -0.295 -1.761 0.300
H 2.741 0.962 -0.753 0.279
H 1.967 -1.992 0.943 0.351
H 0.983 -2.104 -0.569 0.331


[4]
34
Properties=species:S:1:pos:R:3:mulliken_charge:R:1 method="wB97M-V/def2-TZVPD" homo_lumo_gap_ev=5.314 charge=-1 relative_energy_kcal_mol=0.0 multiplicity=1 lumo_ha=0.111
C -3.388 -0.767 -1.046 -0.553
C -2.004 -0.828 -0.377 -0.498
C -1.209 0.376 -0.851 0.586
O -0.246 0.305 -1.594 -0.600
C -1.912 1.666 -0.462 -0.455
C -3.282 1.663 -1.143 -0.594
O -4.068 0.491 -0.830 -0.393
H -3.271 -0.922 -2.144 0.328
H -4.091 -1.500 -0.627 0.311
H -2.116 -0.799 0.723 0.240
H -1.470 -1.741 -0.648 0.341
H -2.031 1.712 0.634 0.201
H -1.303 2.509 -0.785 0.388
H -3.925 2.479 -0.797 0.318
H -3.149 1.713 -2.243 0.336
C 1.383 2.903 1.669 -1.264
C 1.701 1.777 0.711 0.820
C 1.047 0.509 0.920 -1.304
C 1.622 -0.738 0.541 0.935
C 2.571 -0.800 -0.529 -0.333
C 3.272 -1.964 -0.823 -0.651
C 3.059 -3.126 -0.052 -0.299
C 2.100 -3.114 0.968 -0.505
C 1.350 -1.969 1.227 -0.428
O 2.507 2.008 -0.208 -0.755
H 1.636 2.585 2.694 0.295
H 1.962 3.796 1.419 0.360
H 0.313 3.160 1.676 0.207
H 0.160 0.532 1.543 0.279
H 2.731 0.109 -1.113 0.401
H 3.974 -1.971 -1.667 0.323
H 3.601 -4.047 -0.296 0.308
H 1.918 -4.025 1.542 0.323
H 0.555 -1.986 1.968 0.332


[5]
92
Properties=species:S:1:pos:R:3:mulliken_charge:R:1 method="wB97M-V/def2-TZVPD" homo_lumo_gap_ev=6.061 charge=-1 multiplicity=1 lumo_ha=0.077
C 11.317 -1.994 1.276 -1.021
C 9.796 -2.061 1.570 -0.406
C 8.909 -1.505 0.432 -0.658
C 7.899 -0.423 0.862 -0.500
C 6.430 -0.811 0.627 -0.929
C 5.494 0.399 0.406 -0.734
C 4.774 0.403 -0.956 -0.581
C 3.276 0.106 -0.864 -0.890
C 2.455 1.355 -0.562 -0.001
C 0.956 1.103 -0.347 -0.809
C 0.048 1.635 -1.472 -0.589
C -1.270 2.296 -0.979 -0.317
C -2.557 1.600 -1.446 -1.185
B -3.887 1.945 -0.519 1.070
C -4.159 0.791 0.654 -1.320
C -5.571 0.198 0.623 0.070
C -5.903 -0.715 1.821 -0.745
C -6.771 -1.942 1.474 -1.023
C -6.230 -3.261 2.026 -0.481
C -4.846 -3.592 1.482 -0.494
C -4.483 -5.079 1.486 -0.837
C -5.560 -5.991 0.930 -0.835
O -6.098 -5.507 -0.315 -0.319
C -5.534 -6.119 -1.399 0.796
C -6.463 -6.974 -2.209 -1.045
O -4.346 -5.980 -1.693 -0.546
O -3.708 3.321 0.057 -0.702
C -4.803 3.854 0.716 -0.235
C -5.966 4.279 -0.173 -1.258
H 11.770 -2.978 1.366 0.257
H 11.837 -1.327 1.958 0.270
H 11.510 -1.652 0.262 0.323
H 9.555 -3.104 1.742 0.318
H 9.620 -1.487 2.475 0.303
H 8.393 -2.344 -0.028 0.327
H 9.557 -1.086 -0.334 0.306
H 8.039 -0.190 1.914 0.313
H 8.081 0.473 0.273 0.317
H 6.385 -1.485 -0.225 0.504
H 6.062 -1.377 1.484 0.166
H 4.787 0.497 1.226 0.524
H 6.124 1.288 0.439 0.353
H 4.927 1.365 -1.429 0.125
H 5.260 -0.321 -1.610 0.475
H 3.062 -0.670 -0.130 0.400
H 2.945 -0.282 -1.832 0.327
H 2.859 1.780 0.362 0.343
H 2.629 2.093 -1.337 -0.012
H 0.651 1.596 0.574 0.411
H 0.749 0.042 -0.212 0.227
H 0.604 2.342 -2.092 0.314
H -0.238 0.823 -2.140 0.353
H -1.290 3.303 -1.396 0.132
H -1.249 2.416 0.103 0.376
H -2.776 1.969 -2.452 0.159
H -2.392 0.523 -1.529 0.333
H -4.863 1.894 -1.288 -0.361
H -3.907 1.129 1.667 0.280
H -3.485 -0.047 0.440 0.138
H -6.317 0.988 0.534 0.122
H -5.642 -0.383 -0.297 0.237
H -4.989 -0.999 2.336 0.433
H -6.480 -0.107 2.520 0.372
H -6.856 -2.057 0.393 0.384
H -7.782 -1.778 1.847 0.428
H -6.960 -4.032 1.774 0.325
H -6.221 -3.213 3.118 0.246
H -4.698 -3.174 0.490 0.306
H -4.115 -3.089 2.115 0.450
H -3.597 -5.205 0.866 0.332
H -4.235 -5.421 2.491 0.378
H -5.123 -6.979 0.766 0.427
H -6.372 -6.120 1.639 0.478
H -7.398 -6.469 -2.437 0.320
H -5.970 -7.221 -3.142 0.334
H -6.703 -7.899 -1.691 0.262
H -4.462 4.760 1.233 0.324
H -5.192 3.187 1.500 0.166
H -6.342 3.473 -0.794 0.283
H -6.791 4.616 0.462 0.395
H -5.694 5.120 -0.810 0.313
C 2.494 6.169 -1.296 -0.274
C 3.739 7.022 -1.158 -0.332
O 4.813 6.071 -1.113 -0.329
S 4.448 4.805 -2.028 1.022
O 5.061 4.946 -3.298 -0.623
O 4.611 3.634 -1.249 -0.409
O 2.891 5.118 -2.185 -0.306
H 2.194 5.727 -0.344 0.264
H 1.656 6.710 -1.727 0.296
H 3.744 7.617 -0.250 0.310
H 3.882 7.669 -2.026 0.292